(1)
Formula: C20H30N4O5S3Sr
Source: the OMol25 dataset
Level of theory: ωB97M-V/def2-TZVPD

Computed properties:
Relative energy (zero: lowest compared OMol25 entry of this formula, charge and spin) = 158.2 kcal per mole
HOMO level = -0.4 eV
LUMO energy = 3.9579 eV
HOMO-LUMO gap = 4.330 eV
Strongest force on any atom = 0.2964 hartree/bohr
Molecular weight = 590.3 g/mol

Geometry as ORCA input:
```
! RIJCOSX wB97M-V def2-TZVPD def2/J DEFGRID3
* xyz -2 1
Sr 0.596 -0.061 -0.064
N 0.002 0.178 -2.157
C 0.434 0.585 -3.501
C 1.425 1.776 -3.444
N 1.054 2.756 -2.455
C 0.520 4.023 -2.871
C -0.950 3.877 -3.294
N -1.789 3.287 -2.257
H 0.586 -0.592 -1.856
H -0.909 -0.265 -2.194
H -0.446 0.855 -4.092
H 0.933 -0.234 -4.031
H 1.491 2.228 -4.446
H 2.401 1.360 -3.201
H 1.703 2.826 -1.686
H 1.098 4.485 -3.696
H 0.552 4.678 -1.998
H -1.008 3.242 -4.185
H -1.357 4.857 -3.567
H -1.713 3.844 -1.410
H -1.356 2.405 -1.995
S 0.429 2.790 0.842
C 1.611 3.035 2.131
C 2.111 4.327 2.336
C 3.032 4.615 3.333
C 3.476 3.591 4.161
C 2.988 2.306 3.980
C 2.058 1.989 2.979
S 1.477 0.335 2.864
H 1.739 5.106 1.680
H 3.399 5.629 3.467
H 4.200 3.795 4.945
H 3.325 1.498 4.618
C -2.834 -6.861 2.431
C -2.298 -5.691 1.647
C -1.935 -4.515 2.300
C -1.494 -3.410 1.593
C -1.404 -3.479 0.211
C -1.735 -4.649 -0.453
C -2.185 -5.750 0.263
S -0.748 -2.112 -0.749
O -1.123 -2.405 -2.121
O -1.415 -0.951 -0.137
N 0.734 -2.128 -0.375
C 1.675 -2.122 -1.445
C 2.505 -0.850 -1.637
O 3.154 -0.821 -2.697
O 2.537 0.022 -0.729
H -2.283 -6.987 3.364
H -2.765 -7.785 1.857
H -3.884 -6.697 2.686
H -2.004 -4.467 3.381
H -1.226 -2.491 2.103
H -1.642 -4.670 -1.530
H -2.454 -6.662 -0.259
H 1.196 -2.331 -2.409
H 2.406 -2.930 -1.325
C -2.227 1.187 2.774
O -3.051 0.222 2.101
H -2.781 1.504 3.662
H -2.019 2.047 2.137
H -1.270 0.756 3.074
H -2.546 -0.100 1.344
*
```

Löwdin atomic charge list, values in e, 8 entries:
1. Sr 1.3032
2. N -0.1538
3. C -0.1923
4. C -0.2060
5. N -0.0924
6. C -0.2556
7. C -0.2953
8. N 0.0018

(2)
Formula: C20H30NO3
Source: the OMol25 dataset
Level of theory: ωB97M-V/def2-TZVPD

Computed properties:
Relative energy (zero: lowest compared OMol25 entry of this formula, charge and spin) = 0.0 kcal per mole
HOMO level = -11.5 eV
SMILES = CC(C)[N@@+]1(C)[C@@H]2CC[C@H]1C[C@H](OC(=O)[C@H](CO)c1ccccc1)C2
LUMO energy = -2.3396 eV
HOMO-LUMO gap = 9.193 eV
Strongest force on any atom = 0.0208 hartree/bohr
Molecular weight = 332.5 g/mol

Geometry as ORCA input:
```
! RIJCOSX wB97M-V def2-TZVPD def2/J DEFGRID3
* xyz 1 1
C -3.045 -1.579 0.768
C -1.789 -2.139 0.106
C -2.177 -3.248 -0.869
N -0.750 -2.586 1.112
C -1.311 -3.685 1.922
C 0.553 -3.019 0.498
C 1.500 -3.138 1.701
C 0.963 -2.112 2.712
C -0.253 -1.488 2.014
C 0.174 -0.269 1.205
C 1.284 -0.610 0.193
O 1.317 0.371 -0.839
C 1.887 1.554 -0.511
O 2.331 1.767 0.584
C 1.825 2.517 -1.661
C 3.063 3.444 -1.668
O 3.094 4.257 -2.803
C 0.552 3.328 -1.520
C 0.262 3.983 -0.329
C -0.884 4.752 -0.217
C -1.747 4.877 -1.294
C -1.461 4.228 -2.483
C -0.318 3.454 -2.595
C 1.076 -1.972 -0.482
H -2.825 -0.814 1.506
H -3.653 -2.354 1.226
H -3.652 -1.115 -0.006
H -1.332 -1.336 -0.469
H -1.316 -3.716 -1.338
H -2.790 -4.014 -0.402
H -2.773 -2.802 -1.662
H -0.602 -4.028 2.666
H -2.205 -3.343 2.437
H -1.564 -4.524 1.280
H 0.420 -3.975 -0.011
H 2.521 -2.915 1.401
H 1.505 -4.147 2.108
H 1.698 -1.344 2.942
H 0.689 -2.578 3.658
H -1.035 -1.214 2.724
H -0.665 0.193 0.682
H 0.557 0.486 1.895
H 2.253 -0.582 0.707
H 1.794 1.953 -2.597
H 3.972 2.839 -1.710
H 3.079 4.033 -0.743
H 2.351 4.872 -2.778
H 0.934 3.890 0.512
H -1.100 5.259 0.711
H -2.636 5.481 -1.207
H -2.125 4.326 -3.327
H -0.095 2.955 -3.527
H 0.419 -1.847 -1.343
H 2.030 -2.324 -0.878
*
```

natural (NBO) atomic charge list, values in e, 8 entries:
1. C -0.6374
2. C -0.0277
3. C -0.6375
4. N -0.2313
5. C -0.4222
6. C -0.0279
7. C -0.4400
8. C -0.4320

(3)
Formula: C20H30O2
Source: the OMol25 dataset
Level of theory: ωB97M-V/def2-TZVPD

Computed properties:
Relative energy (zero: lowest compared OMol25 entry of this formula, charge and spin) = 41.6 kcal per mole
HOMO level = -9.1 eV
SMILES = CC/C=C\C/C=C\C/C=C\C/C=C\C/C=C\CCCC(=O)O
LUMO energy = 0.7458 eV
HOMO-LUMO gap = 9.835 eV
Strongest force on any atom = 0.0124 hartree/bohr
Molecular weight = 302.5 g/mol

Geometry as ORCA input:
```
! RIJCOSX wB97M-V def2-TZVPD def2/J DEFGRID3
* xyz 0 1
C -1.676 3.730 -1.873
C -0.152 3.846 -1.948
C 0.368 3.174 -3.182
C 0.944 1.985 -3.266
C 1.202 1.028 -2.140
C 0.209 -0.098 -2.207
C 0.478 -1.395 -2.154
C 1.843 -2.007 -1.987
C 1.791 -3.425 -1.489
C 1.257 -3.813 -0.341
C 0.614 -2.904 0.667
C 1.586 -2.591 1.768
C 2.081 -1.405 2.087
C 1.771 -0.084 1.445
C 1.181 0.853 2.458
C 0.014 1.478 2.399
C -1.020 1.409 1.319
C -2.282 0.697 1.819
C -2.021 -0.791 2.029
C -3.118 -1.470 2.801
O -3.985 -0.931 3.434
O -3.019 -2.807 2.718
H -2.134 4.160 -2.761
H -2.057 4.256 -1.001
H -1.973 2.686 -1.806
H 0.286 3.410 -1.048
H 0.123 4.903 -1.977
H 0.217 3.740 -4.093
H 1.244 1.615 -4.239
H 1.105 1.542 -1.181
H 2.219 0.639 -2.221
H -0.818 0.223 -2.334
H -0.332 -2.106 -2.252
H 2.358 -1.988 -2.953
H 2.434 -1.408 -1.289
H 2.236 -4.169 -2.136
H 1.295 -4.859 -0.066
H 0.274 -1.994 0.179
H -0.251 -3.413 1.104
H 1.913 -3.458 2.328
H 2.780 -1.341 2.913
H 1.108 -0.209 0.594
H 2.713 0.350 1.087
H 1.807 1.009 3.328
H -0.269 2.112 3.231
H -1.287 2.429 1.028
H -0.646 0.893 0.435
H -2.608 1.138 2.763
H -3.090 0.827 1.097
H -1.898 -1.311 1.079
H -1.096 -0.928 2.597
H -3.721 -3.229 3.237
*
```

natural (NBO) atomic charge list, values in e, 8 entries:
1. C -0.5937
2. C -0.4451
3. C -0.1659
4. C -0.1825
5. C -0.4887
6. C -0.1777
7. C -0.1826
8. C -0.5107

(4)
Formula: C20H30O5
Source: the OMol25 dataset
Level of theory: ωB97M-V/def2-TZVPD

Computed properties:
Relative energy (zero: lowest compared OMol25 entry of this formula, charge and spin) = 3.1 kcal per mole
HOMO level = -7.9 eV
SMILES = CCOC(=O)C(CCCOc1ccc([C@H](C)CC)cc1)C(=O)OCC
LUMO energy = 0.7484 eV
HOMO-LUMO gap = 8.677 eV
Strongest force on any atom = 0.0108 hartree/bohr
Molecular weight = 350.5 g/mol

Geometry as ORCA input:
```
! RIJCOSX wB97M-V def2-TZVPD def2/J DEFGRID3
* xyz 0 1
C 2.821 3.322 -1.614
C 3.767 2.833 -0.528
O 4.168 1.477 -0.754
C 3.327 0.522 -0.363
O 2.271 0.729 0.174
C 3.891 -0.847 -0.697
C 3.121 -1.562 -1.825
C 1.600 -1.554 -1.692
C 1.095 -2.249 -0.423
O -0.280 -2.557 -0.498
C -1.211 -1.576 -0.308
C -0.948 -0.263 0.060
C -1.999 0.622 0.240
C -3.320 0.240 0.061
C -4.444 1.227 0.262
C -5.363 0.764 1.395
C -5.209 1.434 -1.055
C -6.174 2.612 -1.010
C -3.569 -1.078 -0.308
C -2.537 -1.971 -0.490
C 3.971 -1.720 0.554
O 4.000 -2.920 0.536
O 4.072 -0.972 1.648
C 4.126 -1.654 2.906
C 2.733 -2.040 3.381
H 3.279 3.205 -2.593
H 2.593 4.371 -1.452
H 1.895 2.753 -1.586
H 3.287 2.898 0.453
H 4.697 3.404 -0.527
H 4.925 -0.700 -1.030
H 3.475 -2.596 -1.841
H 3.388 -1.092 -2.774
H 1.182 -2.086 -2.550
H 1.220 -0.532 -1.722
H 1.312 -1.640 0.461
H 1.589 -3.219 -0.314
H 0.058 0.090 0.216
H -1.774 1.640 0.528
H -4.004 2.189 0.551
H -5.892 -0.144 1.115
H -4.775 0.556 2.286
H -6.094 1.530 1.639
H -4.479 1.603 -1.851
H -5.760 0.524 -1.302
H -6.632 2.761 -1.986
H -5.650 3.526 -0.736
H -6.969 2.441 -0.288
H -4.584 -1.415 -0.457
H -2.730 -2.994 -0.774
H 4.756 -2.543 2.800
H 4.594 -0.942 3.589
H 2.302 -2.781 2.711
H 2.793 -2.462 4.380
H 2.089 -1.164 3.400
*
```

natural (NBO) atomic charge list, values in e, 8 entries:
1. C -0.6350
2. C -0.0772
3. O -0.5032
4. C 0.8277
5. O -0.6176
6. C -0.4238
7. C -0.3840
8. C -0.4352

Which of these has the highest relative energy (zero: lowest compared OMol25 entry of this formula, charge and spin)?
C20H30N4O5S3Sr